# 1
A 10-piece molecular cluster, C37H74N2O14S3 overall in a non-equilibrium geometry. Source: OMol25; level of theory: the ωB97M-V functional and the def2-TZVPD basis.

Calculated values
Spin multiplicity: 1
F_max: 3.01 eV/Å
E_HOMO: -8.406 eV
SMILES string: CCOS(C)(=O)=O.CCOS(C)(=O)=O.CCOS(C)(=O)=O.c1cc[nH]c1.c1cc[nH]c1.C1CCOC1.C1CCOC1.C1CCOC1.C1CCOC1.C1CCOC1

The geometry in XYZ format:
```
130
C37H74N2O14S3 (the ωB97M-V functional and the def2-TZVPD basis)
C -2.421 2.819 0.420
C -3.837 2.408 0.227
O -3.796 0.994 -0.221
S -4.979 0.525 -1.160
C -6.451 0.946 -0.278
O -5.018 1.272 -2.349
O -4.795 -0.859 -1.312
H -1.773 2.728 -0.441
H -1.970 2.187 1.213
H -2.305 3.827 0.819
H -4.430 2.392 1.125
H -4.345 2.985 -0.584
H -6.352 0.874 0.828
H -7.112 0.120 -0.489
H -6.848 1.926 -0.591
C -4.526 -1.235 2.708
C -5.221 -2.353 2.005
O -6.346 -1.825 1.196
S -7.418 -2.813 0.626
C -6.761 -3.438 -0.852
O -7.554 -3.964 1.432
O -8.520 -1.950 0.264
H -4.347 -0.479 1.975
H -3.625 -1.557 3.137
H -5.196 -0.839 3.475
H -4.594 -2.756 1.238
H -5.570 -3.107 2.678
H -5.820 -3.835 -0.585
H -6.745 -2.605 -1.526
H -7.398 -4.226 -1.210
C 5.127 6.637 -3.175
C 4.266 5.411 -3.064
O 2.973 5.768 -2.495
S 1.706 4.691 -2.589
C 2.291 3.312 -1.640
O 0.577 5.324 -1.969
O 1.667 4.201 -3.971
H 6.059 6.371 -3.701
H 5.310 7.080 -2.190
H 4.558 7.343 -3.774
H 4.121 4.916 -4.028
H 4.702 4.675 -2.343
H 2.326 3.523 -0.551
H 3.290 3.062 -1.975
H 1.621 2.468 -1.824
C -2.600 -0.648 6.445
C -1.574 -1.716 6.384
C -0.566 -1.221 5.509
N -0.957 0.043 5.166
C -2.139 0.404 5.757
H -3.464 -0.698 7.069
H -1.444 -2.591 7.025
H 0.386 -1.588 5.181
H -0.473 0.597 4.486
H -2.515 1.369 5.410
C 1.481 2.361 3.715
C 2.116 1.099 3.573
C 2.278 0.650 4.846
N 1.780 1.522 5.734
C 1.280 2.600 5.067
H 1.176 3.088 2.940
H 2.434 0.523 2.701
H 2.690 -0.307 5.134
H 1.693 1.379 6.716
H 0.807 3.457 5.538
C -2.172 -5.873 0.916
C -0.767 -5.749 0.354
C -0.330 -7.192 0.273
O -0.941 -7.942 1.324
C -2.220 -7.436 1.268
H -2.920 -5.588 0.228
H -2.367 -5.273 1.776
H -0.041 -5.276 0.981
H -0.597 -5.277 -0.574
H 0.761 -7.275 0.389
H -0.612 -7.618 -0.738
H -2.760 -7.725 2.168
H -2.664 -7.781 0.368
C -1.104 1.046 -4.830
C 0.191 1.218 -5.569
C 1.190 1.112 -4.438
O 0.499 1.592 -3.229
C -0.827 1.908 -3.578
H -1.430 0.045 -4.588
H -1.897 1.450 -5.423
H 0.202 2.277 -5.995
H 0.370 0.495 -6.421
H 2.105 1.620 -4.615
H 1.413 0.101 -4.294
H -1.006 2.940 -3.723
H -1.476 1.655 -2.771
C 8.329 2.602 -0.935
C 7.426 2.457 0.322
C 6.113 1.965 -0.329
O 6.136 2.378 -1.712
C 7.296 3.098 -1.890
H 8.732 1.617 -1.215
H 9.191 3.267 -0.814
H 7.378 3.434 0.841
H 7.851 1.763 0.966
H 5.145 2.371 0.119
H 6.023 0.897 -0.393
H 7.058 4.152 -1.578
H 7.581 3.043 -2.950
C 2.398 -3.094 -1.800
C 2.377 -1.945 -2.814
C 3.095 -0.811 -2.118
O 3.532 -1.240 -0.821
C 3.577 -2.683 -0.868
H 2.539 -4.036 -2.328
H 1.525 -3.097 -1.230
H 1.304 -1.664 -2.958
H 2.916 -2.229 -3.733
H 2.392 0.001 -1.879
H 3.941 -0.492 -2.733
H 3.385 -3.002 0.135
H 4.528 -3.108 -1.217
C -0.617 -0.908 -0.620
C -1.490 -1.514 0.427
C -0.990 -1.022 1.774
O -0.348 0.217 1.447
C 0.215 0.178 0.134
H -1.158 -0.367 -1.405
H -0.005 -1.633 -1.134
H -1.539 -2.615 0.433
H -2.531 -1.196 0.261
H -0.286 -1.753 2.230
H -1.857 -0.778 2.431
H 1.306 -0.150 0.155
H 0.022 1.173 -0.332
```


# 2
A 6-piece molecular cluster, C37H76Cl2O3 overall in a non-equilibrium geometry. Source: OMol25; level of theory: the ωB97M-V functional and the def2-TZVPD basis.

Calculated values
Spin multiplicity: 1
F_max: 1.01 eV/Å
E_HOMO: -10.709 eV
SMILES string: CC[C@@H](Cl)C1=C(Cl)C(=O)OC1=O.CCCCCC.CCCCCC.CCCCCC.CCCCCC.CCCCCC

The geometry in XYZ format:
```
118
C37H76Cl2O3 (the ωB97M-V functional and the def2-TZVPD basis)
C -5.372 -0.074 -3.098
C -3.955 0.134 -3.666
C -3.895 0.974 -4.947
Cl -4.890 0.291 -6.259
C -4.202 2.397 -4.637
C -5.261 3.205 -4.719
Cl -6.831 2.911 -5.276
C -4.860 4.550 -4.182
O -5.316 5.620 -4.381
O -3.709 4.329 -3.426
C -3.118 3.216 -4.002
O -1.949 3.013 -3.990
H -6.143 0.174 -3.828
H -5.532 0.557 -2.224
H -5.481 -1.114 -2.794
H -3.437 -0.810 -3.827
H -3.387 0.703 -2.923
H -2.867 0.941 -5.312
C -0.224 -4.954 -2.003
C -0.124 -4.066 -0.767
C -1.260 -3.051 -0.648
C -1.339 -2.041 -1.795
C -0.068 -1.223 -2.016
C 0.318 -0.364 -0.818
H -0.172 -4.372 -2.925
H 0.590 -5.680 -2.030
H -1.165 -5.509 -2.009
H 0.840 -3.550 -0.766
H -0.129 -4.697 0.126
H -1.158 -2.518 0.301
H -2.214 -3.586 -0.590
H -2.170 -1.355 -1.597
H -1.592 -2.562 -2.724
H -0.213 -0.577 -2.887
H 0.763 -1.889 -2.269
H -0.475 0.343 -0.563
H 1.219 0.210 -1.035
H 0.523 -0.979 0.060
C 6.030 -0.701 2.329
C 6.289 -1.641 1.156
C 5.336 -1.422 -0.018
C 3.859 -1.666 0.295
C 3.527 -3.064 0.816
C 3.854 -4.174 -0.178
H 5.035 -0.847 2.751
H 6.751 -0.872 3.130
H 6.115 0.342 2.018
H 6.234 -2.678 1.497
H 7.312 -1.492 0.801
H 5.643 -2.064 -0.849
H 5.448 -0.394 -0.378
H 3.277 -1.489 -0.617
H 3.509 -0.926 1.020
H 2.459 -3.101 1.050
H 4.049 -3.251 1.759
H 3.314 -4.027 -1.116
H 3.571 -5.150 0.219
H 4.920 -4.211 -0.406
C -5.176 -0.779 0.900
C -5.763 0.629 0.845
C -5.716 1.362 2.184
C -6.520 0.699 3.305
C -8.003 0.496 2.998
C -8.758 1.798 2.754
H -5.732 -1.422 1.584
H -5.203 -1.250 -0.084
H -4.135 -0.752 1.231
H -6.791 0.584 0.474
H -5.200 1.216 0.113
H -6.067 2.387 2.040
H -4.674 1.445 2.506
H -6.425 1.312 4.207
H -6.073 -0.268 3.553
H -8.461 -0.029 3.840
H -8.120 -0.163 2.133
H -8.684 2.459 3.620
H -9.816 1.608 2.570
H -8.368 2.336 1.888
C 3.091 6.118 -5.527
C 3.678 5.134 -4.520
C 3.695 3.690 -5.019
C 2.317 3.099 -5.320
C 1.336 3.117 -4.148
C 1.806 2.297 -2.951
H 2.049 5.890 -5.753
H 3.126 7.138 -5.142
H 3.652 6.096 -6.464
H 3.123 5.199 -3.580
H 4.704 5.432 -4.287
H 4.207 3.066 -4.280
H 4.304 3.636 -5.927
H 2.450 2.065 -5.656
H 1.868 3.631 -6.164
H 0.379 2.723 -4.489
H 1.144 4.146 -3.834
H 1.965 1.252 -3.232
H 1.061 2.317 -2.153
H 2.740 2.678 -2.535
C 4.060 -1.882 9.025
C 4.236 -2.516 7.649
C 4.813 -1.560 6.606
C 3.951 -0.330 6.314
C 2.530 -0.640 5.843
C 2.489 -1.422 4.535
H 3.360 -1.045 8.998
H 3.676 -2.606 9.744
H 5.014 -1.508 9.405
H 3.277 -2.913 7.304
H 4.905 -3.376 7.736
H 4.990 -2.111 5.678
H 5.798 -1.220 6.943
H 4.454 0.269 5.548
H 3.900 0.303 7.204
H 1.997 0.305 5.711
H 1.985 -1.189 6.616
H 3.000 -0.868 3.744
H 1.461 -1.594 4.212
H 2.970 -2.397 4.630
```


| no. | frontier orbital gap (eV) |
| --- | --- |
| 1 | 8.86 |
| 2 | 9.72 |